# 1
DFT (the ωB97M-V functional and the def2-TZVPD basis) results for C20H38Cl3N2O4PbSi as an isolated structure at a distorted geometry.

HOMO energy in eV: -4.9
Electronic energy in hartree: -3058.48091
ΔE to the lowest compared entry with this formula, charge and spin in kJ/mol: 129.7
E_LUMO in eV: 2.5
Orbital gap in eV: 7.38
Net charge: -1

Each line ends with the Löwdin charge.
Element x y z (Å)
C (1.5688, -1.1086, -2.5547)  -0.0760
C (0.9793, 0.2333, -2.2670)  -0.2213
H (1.6418, -1.2979, -3.6343)  0.0650
H (0.9435, -1.9160, -2.1107)  -0.0209
H (2.5619, -1.2019, -2.0820)  0.0654
C (0.3929, 1.0002, -3.2010)  -0.1394
C (0.3284, 0.6599, -4.6465)  -0.1216
H (0.0179, 1.9925, -2.9547)  0.0922
H (0.2039, -0.4171, -4.8099)  0.0649
H (1.2267, 0.9909, -5.1909)  0.0752
H (-0.5143, 1.1894, -5.1043)  0.0603
Pb (0.5496, -1.9393, 1.2005)  0.9852
Cl (3.1421, -1.5166, 0.8371)  -0.2446
Cl (-0.7185, -2.9942, -0.9188)  0.0101
C (0.6803, 2.4496, 2.7064)  -0.2773
O (-0.1513, 1.5966, 3.0366)  -0.0199
N (0.4111, 3.7700, 2.6386)  -0.1834
C (-0.9495, 4.2295, 2.8844)  -0.0428
C (1.4682, 4.7718, 2.6474)  -0.0561
H (1.7115, 2.1725, 2.4183)  0.1539
H (-1.6177, 3.3648, 2.9703)  0.0880
H (-1.2799, 4.8700, 2.0536)  0.0766
H (-0.9825, 4.8236, 3.8102)  0.0882
H (2.3975, 4.3012, 2.3005)  0.0901
H (1.6138, 5.1721, 3.6668)  0.0868
H (1.2030, 5.6001, 1.9763)  0.0801
H (-2.0511, -1.3477, -2.1098)  0.0282
H (-2.2365, 1.4566, -2.2962)  0.0762
C (-3.0101, -1.2228, -1.5891)  -0.1219
C (-3.1616, 1.2300, -1.7402)  -0.0599
N (-3.0058, 0.0492, -0.9022)  -0.1729
H (-3.1289, -2.0538, -0.8917)  0.0456
C (-2.8490, 0.1363, 0.4378)  -0.3174
O (-2.7555, -0.8321, 1.2042)  -0.0529
H (-3.4390, 2.0893, -1.1213)  0.0816
H (-2.8448, 1.1906, 0.8039)  0.1339
H (-3.8062, -1.2000, -2.3456)  0.0806
H (-3.9481, 1.0364, -2.4831)  0.0827
O (0.1023, 0.0254, -0.0572)  -0.3906
C (1.0480, 0.6694, -0.7980)  -0.4688
C (-0.2608, 2.8595, -0.4234)  -0.0450
C (0.9585, 2.2112, -0.6616)  -0.1719
H (-1.1553, 2.2546, -0.1830)  0.0929
C (-0.3161, 4.2484, -0.5680)  -0.1137
H (2.0590, 0.3625, -0.4476)  0.0488
C (2.1232, 2.9490, -0.8452)  -0.0393
H (-1.2923, 4.7345, -0.4558)  0.0977
C (0.8336, 4.9866, -0.8226)  -0.1288
C (2.0619, 4.3315, -0.9513)  -0.1003
H (3.0622, 2.4029, -0.9739)  0.1237
H (0.7612, 6.0675, -0.9255)  0.0920
H (2.9622, 4.9087, -1.1065)  0.0914
Si (0.8207, -5.5013, 0.9522)  0.1174
Cl (1.9822, -4.5621, -0.5448)  0.2454
C (-1.0529, -5.4939, 0.7880)  -0.2787
C (1.9254, -4.9402, 2.3777)  -0.2696
C (0.9252, -7.3816, 0.8546)  -0.2349
H (-1.4911, -4.5068, 0.6167)  -0.0762
H (-1.4805, -5.9524, 1.6937)  0.0362
H (-1.3097, -6.1275, -0.0831)  0.0390
H (0.1834, -7.7818, 0.1526)  0.0203
H (0.6848, -7.7897, 1.8474)  0.0300
H (1.9088, -7.7687, 0.5591)  0.0223
H (1.9908, -3.8457, 2.4789)  -0.0603
H (2.9494, -5.2797, 2.1477)  0.0364
H (1.5645, -5.3771, 3.3169)  0.0265
O (-0.8448, -0.9913, 3.2933)  -0.2276
H (-1.7281, -0.9992, 2.8401)  0.0144
H (-0.5674, -0.0409, 3.2896)  -0.0110

Cartesian forces (eV/Å) of the 2 atoms listed first:
C 0.0 -0.6 0.1
C -0.4 0.8 -0.2


# 2
DFT (the ωB97M-V functional and the def2-TZVPD basis) results for C20H38F8N2O5SSb as an isolated structure.

HOMO energy in eV: -4.7
Electronic energy in hartree: -2707.91752
E_LUMO in eV: 2.5
Orbital gap in eV: 7.16
Net charge: -1

Each line ends with the Löwdin charge.
Element x y z (Å)
C (-4.6937, -0.8930, 2.2861)  -0.1247
C (-3.2424, -0.7196, 1.8430)  -0.3493
C (-2.8837, 0.7448, 1.5607)  -0.3146
Sb (-1.4101, 1.0001, -0.0048)  1.4330
O (-2.5595, -0.1981, -1.1983)  -0.4032
C (-0.1734, 1.6063, -1.7018)  -0.2947
C (-0.5118, 1.0796, -3.1025)  -0.2560
C (0.1239, -0.2718, -3.4648)  -0.1736
C (-0.7592, -1.5079, -3.2212)  -0.1744
N (-0.8832, -2.3397, -4.4399)  -0.1319
C (0.3902, -2.9590, -4.7949)  -0.0968
C (-1.9362, -3.2840, -4.2640)  -0.5044
C (-1.6164, -4.6162, -3.6064)  -0.0075
O (-3.0533, -3.0253, -4.5887)  0.1120
C (-0.2269, -0.7241, 0.6698)  -0.2470
C (1.1325, -0.9221, 0.0499)  -0.2665
O (1.9499, -1.8179, 0.8430)  -0.0996
C (3.0246, -1.1626, 1.4261)  -0.1407
C (3.5263, -1.9776, 2.5938)  -0.4206
F (2.5255, -2.2540, 3.4527)  0.1359
F (4.0295, -3.1593, 2.1686)  0.1325
C (4.6612, -1.2857, 3.4225)  -0.3499
F (4.7225, -1.8516, 4.6442)  0.1497
F (5.8368, -1.5211, 2.7902)  0.1386
C (4.6135, 0.2611, 3.6175)  -0.3553
F (5.6636, 0.5788, 4.4019)  0.1472
F (4.8127, 0.8412, 2.3980)  0.1181
C (3.3165, 0.8824, 4.1993)  -0.2903
F (3.6471, 1.9741, 4.9139)  0.1036
F (2.7046, 0.0070, 5.0225)  0.1085
N (-0.4020, 2.4355, 1.2013)  -0.2166
C (1.0452, 2.4510, 1.3182)  -0.3961
C (1.5499, 3.5733, 2.2222)  -0.1050
S (-2.9618, 2.9983, -0.8601)  0.5041
C (-2.0972, 4.5743, -0.7989)  -0.2232
O (-3.2521, 2.7871, -2.2912)  -0.4626
O (-4.1214, 3.1999, 0.0256)  -0.4695
H (-4.8581, -1.8677, 2.7539)  0.0602
H (-5.3729, -0.8119, 1.4345)  0.0726
H (-4.9798, -0.1178, 3.0028)  0.0680
H (-3.0780, -1.3109, 0.9396)  0.0710
H (-2.5762, -1.1199, 2.6147)  0.0947
H (-3.7665, 1.3104, 1.2589)  0.0324
H (-2.5004, 1.2296, 2.4642)  0.0517
H (-3.3167, 0.2945, -1.5409)  0.0013
H (0.8780, 1.4039, -1.4727)  0.0371
H (-0.2809, 2.6928, -1.6969)  0.0316
H (-0.1617, 1.8231, -3.8256)  0.1042
H (-1.5937, 1.0235, -3.2249)  0.0859
H (1.0686, -0.3731, -2.9172)  0.0935
H (0.3885, -0.2563, -4.5237)  0.0996
H (-1.7508, -1.1824, -2.9069)  0.0949
H (-0.3492, -2.1359, -2.4118)  0.1104
H (0.9825, -3.2501, -3.9135)  0.0863
H (0.2232, -3.8458, -5.4099)  0.0878
H (0.9842, -2.2637, -5.3880)  0.0780
H (-1.8066, -5.4220, -4.3175)  0.0834
H (-0.5952, -4.6930, -3.2376)  0.0636
H (-2.3108, -4.7389, -2.7754)  0.0880
H (-0.8297, -1.6222, 0.5228)  0.0602
H (-0.1115, -0.5865, 1.7519)  0.0685
H (1.0606, -1.3705, -0.9416)  0.0953
H (1.6744, 0.0230, -0.0545)  0.0875
H (3.8716, -1.0183, 0.7386)  0.1566
H (2.7224, -0.1736, 1.7932)  0.1020
H (2.6316, 1.1809, 3.4021)  0.1328
H (-0.8023, 2.3949, 2.1344)  0.0281
H (1.4418, 1.4902, 1.7067)  0.0595
H (1.4749, 2.5712, 0.3191)  0.0925
H (0.9209, 4.4563, 2.0863)  0.0685
H (1.5079, 3.2953, 3.2801)  0.0581
H (2.5813, 3.8539, 1.9916)  0.0678
H (-1.4345, 4.6516, -1.6593)  0.0404
H (-1.5440, 4.6335, 0.1364)  0.0276
H (-2.8848, 5.3282, -0.8474)  0.0494

Cartesian forces (eV/Å) of the 2 atoms listed first:
C -0.1 0.0 0.1
C 0.1 0.0 -0.1


# 3
DFT (the ωB97M-V functional and the def2-TZVPD basis) results for C20H38N7PdSi2 as an isolated structure.

HOMO energy in eV: -2.4
Electronic energy in hartree: -1875.10950
E_LUMO in eV: 2.3
Orbital gap in eV: 4.69
Net charge: -1

Each line ends with the Löwdin charge.
Element x y z (Å)
Pd (-0.3950, -0.2578, -0.0118)  0.8752
N (6.9116, 2.9036, 0.2769)  -0.0152
C (3.8829, 1.6644, 0.2278)  -0.2731
C (3.2441, 1.6693, 1.5869)  -0.2544
C (2.0858, 0.6492, 1.7251)  -0.3699
N (0.9571, 1.1252, 0.8715)  -0.0346
C (2.5645, -0.7453, 1.3246)  -0.1480
C (3.2394, -0.8168, -0.0493)  -0.3922
N (2.2190, -0.7162, -1.1118)  0.0315
C (4.3316, 0.2739, -0.1445)  -0.2596
H (5.9216, 2.6231, 0.2938)  -0.0491
H (7.2379, 2.6869, -0.6593)  -0.0184
H (7.3970, 2.2572, 0.8905)  -0.0205
H (3.3418, 2.2147, -0.5494)  0.0291
H (2.8561, 2.6607, 1.8580)  0.0935
H (3.9750, 1.4083, 2.3725)  0.0953
H (1.7094, 0.6127, 2.7562)  0.1127
H (1.4267, 1.6099, 0.0955)  0.0576
H (0.4823, 1.8687, 1.3804)  0.0972
H (1.7493, -1.4748, 1.3630)  0.0755
H (3.2956, -1.0445, 2.0860)  0.1175
H (3.6833, -1.8167, -0.1444)  0.1239
H (2.5619, -1.1873, -1.9432)  0.0622
H (2.1377, 0.2644, -1.3819)  0.0434
H (4.7578, 0.2355, -1.1558)  0.0914
H (5.1449, -0.0449, 0.5330)  0.0902
C (-3.4114, -0.4352, -2.3938)  -0.1770
Si (-3.1823, -1.1939, -0.6892)  0.4338
C (-4.5343, -2.5210, -0.5179)  -0.1800
C (-3.6270, 0.0131, 0.6909)  -0.1921
C (-1.4852, -1.9757, -0.5569)  -0.4296
C (-1.1727, -2.4879, 0.7766)  -0.3858
C (-1.0946, -3.7960, 1.2737)  -0.0232
C (-0.7175, -3.9692, 2.5881)  -0.0589
C (-0.3671, -2.8686, 3.3783)  -0.0636
C (-0.3689, -1.6173, 2.8026)  -0.1213
N (-0.7821, -1.4484, 1.5466)  -0.0366
Si (-0.7707, -2.9107, -2.0199)  0.4711
C (0.8664, -3.7301, -1.5328)  -0.1687
C (-1.9451, -4.2972, -2.5592)  -0.1838
C (-0.4887, -1.7867, -3.4949)  -0.1825
H (-4.2056, 0.3122, -2.3464)  0.0169
H (-3.7290, -1.2103, -3.0963)  0.0276
H (-2.5229, 0.0452, -2.7981)  0.0046
H (-5.5216, -2.0566, -0.4724)  0.0267
H (-4.3982, -3.0912, 0.4051)  0.0229
H (-4.5380, -3.2300, -1.3458)  0.0085
H (-4.5754, 0.4782, 0.4084)  0.0297
H (-2.9122, 0.8126, 0.8897)  0.0056
H (-3.7830, -0.5409, 1.6206)  0.0251
H (-1.3360, -4.6307, 0.6308)  0.1109
H (-0.6784, -4.9649, 3.0137)  0.1054
H (-0.0740, -2.9924, 4.4109)  0.0992
H (-0.0417, -0.7286, 3.3264)  0.1095
H (1.0499, -3.7305, -0.4584)  0.0184
H (1.7069, -3.2048, -1.9882)  0.0077
H (0.8914, -4.7669, -1.8767)  0.0254
H (-2.1390, -5.0069, -1.7521)  0.0202
H (-1.5103, -4.8548, -3.3930)  0.0255
H (-2.9059, -3.9020, -2.8908)  0.0123
H (-0.1641, -0.7953, -3.1796)  -0.0043
H (-1.3843, -1.6777, -4.1062)  0.0221
H (0.2947, -2.2167, -4.1254)  0.0297
N (-4.3083, 3.0051, -1.7192)  0.0884
C (-3.1750, 2.9634, -1.4853)  -0.4241
N (-1.8916, 3.0216, -1.1725)  0.0695
C (-1.1435, 2.0162, -1.4423)  -0.3883
N (-0.3926, 1.1392, -1.6634)  0.0419

Cartesian forces (eV/Å) of the 2 atoms listed first:
Pd 0.6 0.5 -0.1
N 0.3 0.0 0.0